a:
Molecular formula: C3H10N3O2
Method: DFT, the ωB97M-V functional and the def2-TZVPD basis

Geometry as ORCA input:
```
! RIJCOSX wB97M-V def2-TZVPD def2/J DEFGRID3
* xyz 1 1
C -1.62 0.03 -0.28
C 2.00 1.01 0.68
C 1.70 -0.38 0.17
N -2.88 -0.49 0.02
N -0.66 -0.34 0.53
N -1.49 0.63 -1.46
O 1.77 -0.47 -1.10
O 1.76 -1.44 0.91
H 3.04 0.94 0.98
H 1.59 1.57 1.49
H 1.99 1.68 -0.23
H -2.96 -0.95 0.82
H -3.69 0.04 -0.37
H -1.12 -0.66 1.41
H -2.24 0.84 -2.11
H -0.59 0.63 -1.90
H 1.83 -1.51 -1.39
H 1.57 -1.12 1.80
*
```

## Properties
**Orbital gap**: 9.7 eV
**LUMO energy**: -3.3 eV
**M**: 120.132 g mol⁻¹


b:
Molecular formula: C3H10N3O2
Method: DFT, the ωB97M-V functional and the def2-TZVPD basis

Geometry as ORCA input:
```
! RIJCOSX wB97M-V def2-TZVPD def2/J DEFGRID3
* xyz 1 1
C -2.41 -0.87 0.76
C -0.78 1.07 0.59
C -1.08 -0.39 0.40
N -0.11 -1.15 -0.02
N 1.78 0.34 -1.70
N 1.84 -0.63 -0.89
O 2.10 1.64 -1.44
O 2.51 -0.30 0.19
H -2.43 -1.03 1.85
H -3.11 -0.01 0.63
H -2.51 -1.94 0.44
H -0.63 1.36 1.74
H -1.74 1.46 0.15
H 0.19 1.37 0.11
H 2.72 -1.16 0.79
H -0.27 -2.05 -0.35
H 1.27 0.42 -2.51
H 2.65 1.87 -0.75
*
```

## Properties
**Orbital gap**: 9.0 eV
**LUMO energy**: -4.5 eV
**M**: 120.132 g mol⁻¹


Which is most stable? The ranking, best first, is a, b.


a:
Molecular formula: C2H4NOP
Method: DFT, the ωB97M-V functional and the def2-TZVPD basis

Geometry as ORCA input:
```
! RIJCOSX wB97M-V def2-TZVPD def2/J DEFGRID3
* xyz 0 1
C 2.40 -0.25 -0.06
C -0.88 -0.34 -0.46
N 3.12 -1.13 -0.14
O -0.27 1.60 1.15
P -0.02 1.25 -0.42
H -2.04 -0.19 -0.32
H -0.53 -1.14 0.15
H -0.89 -0.76 -1.43
H -0.89 0.95 1.53
*
```

## Properties
**Orbital gap (spin up / spin down)**: 7.9 / 7.9 eV
**LUMO energy (spin up / spin down)**: -2.0 / -2.0 eV
**M**: 89.034 g mol⁻¹


b:
Molecular formula: C2H4NOP
Method: DFT, the ωB97M-V functional and the def2-TZVPD basis

Geometry as ORCA input:
```
! RIJCOSX wB97M-V def2-TZVPD def2/J DEFGRID3
* xyz 0 1
H 1.91 -0.57 -1.79
N 1.77 -0.52 -0.72
C 0.80 0.06 -0.24
C 0.25 0.59 1.02
P -0.85 0.81 -0.42
O -1.98 -1.01 -0.19
H -0.07 -0.07 1.82
H 0.72 1.49 1.33
H -2.54 -0.78 -0.82
*
```

## Properties
**Orbital gap**: 8.3 eV
**SMILES string**: [H]/N=C1/CP1O
**LUMO energy**: -0.7 eV
**M**: 89.034 g mol⁻¹


c:
Molecular formula: C2H4NOP
Method: DFT, the ωB97M-V functional and the def2-TZVPD basis

Geometry as ORCA input:
```
! RIJCOSX wB97M-V def2-TZVPD def2/J DEFGRID3
* xyz 0 1
C 0.44 1.87 -0.06
C -0.80 -0.98 -0.15
N 1.29 1.01 0.09
O 0.49 -1.31 0.28
P 1.85 -0.46 -0.12
H -0.92 0.10 -0.31
H 0.16 2.58 0.71
H -1.49 -1.29 0.64
H -1.04 -1.51 -1.07
*
```

## Properties
**Orbital gap (spin up / spin down)**: 7.6 / 7.6 eV
**LUMO energy (spin up / spin down)**: 0.0 / 0.0 eV
**M**: 89.034 g mol⁻¹


Which is most stable? The ranking, best first, is c, a, b.